Below is a structure of composition C8H19ClO3P2S2Ta at a distorted geometry, with properties calculated with ωB97M-V/def2-TZVPD.

Output
**Total charge**: -1
**Largest force on an atom**: 0.062 hartree/bohr
**HOMO-LUMO gap**: 5.692 eV

Geometry (Å):
1 H -2.9860 -0.4291 -3.3765
2 H 3.0004 -1.1265 2.2942
3 H 1.0564 -1.6233 1.1792
4 H -3.4320 0.8900 -1.4915
5 H -1.3218 -3.8144 0.2377
6 H 0.9544 -2.8296 -0.1024
7 O 1.2353 2.3133 -2.2649
8 C -1.6403 -2.9102 0.8198
9 H 1.5073 2.5201 -1.3600
10 C 1.1693 -1.7594 0.0892
11 H -0.6313 2.7315 1.9601
12 O -2.6436 1.8884 1.2979
13 S -1.9177 2.1606 -3.4458
14 H 3.6585 0.5719 2.5607
15 H 2.0636 0.2968 1.8237
16 H -2.0637 3.4149 2.2168
17 H -2.9129 -1.1527 0.4960
18 H 4.7647 -0.4623 0.4822
19 H 0.4935 1.4675 0.7710
20 C 3.0909 -0.1007 1.9002
21 H -0.8583 2.0881 -0.2429
22 C -2.1524 -1.7586 -0.0252
23 S 2.8837 -1.5182 -0.5130
24 O -1.5879 -2.9074 2.0201
25 Cl 1.0158 0.4022 -4.5779
26 C -0.4586 1.1930 0.2836
27 H -1.6312 0.0914 1.9558
28 C -1.5277 1.0712 1.4498
29 P -2.4480 0.5343 -2.4721
30 H 3.5123 0.7655 -0.0331
31 Ta -0.4863 -0.6050 -1.1046
32 C 3.6953 -0.2022 0.4733
33 P 1.3397 0.6462 -2.5308
34 H -0.3964 -1.9962 -2.3365
35 C -1.6296 2.4172 2.4113
36 H -2.7153 -2.2685 -0.8450

Below is a structure of composition C8H19CuO2S, with properties calculated with ωB97M-V/def2-TZVPD.

Output
**Total charge**: 0
**Largest force on an atom**: 0.011 hartree/bohr
**HOMO-LUMO gap**: 7.984 eV

Geometry (Å):
1 S 1.5772 -1.1453 -1.3749
2 O -0.9616 0.1941 1.6923
3 H 2.7758 -0.1288 0.3740
4 H -2.0572 -2.0677 2.5524
5 H 3.2526 0.4172 -3.5644
6 C -2.2453 0.0592 2.2343
7 C -2.7510 -1.3766 2.0707
8 H -3.3069 0.7875 0.4923
9 H 1.7321 -2.2497 -3.4056
10 H 2.1629 1.7890 -1.9555
11 C -3.2166 1.0283 1.5552
12 C 2.2595 1.5400 -0.9016
13 H 1.5284 0.2735 -3.9483
14 H 2.7274 -0.6098 -4.8948
15 H 2.9976 2.2044 -0.4518
16 H -2.8353 2.0469 1.6423
17 H 3.3178 -1.9144 -2.7251
18 H 3.6855 -0.0886 -1.1391
19 H -4.2172 0.9906 1.9953
20 H 1.3024 1.7275 -0.4163
21 C 2.7103 0.1046 -0.6885
22 H -1.7724 1.4161 3.8421
23 Cu -0.5259 -0.1246 -0.0444
24 H -3.7443 -1.5186 2.5064
25 H -1.4362 -0.2802 4.2029
26 C 2.4717 -0.2678 -3.8923
27 H -2.8084 -1.6362 1.0097
28 C 2.3511 -1.4656 -2.9668
29 C -2.1437 0.3974 3.7228
30 H -3.1077 0.3149 4.2308
31 O 0.2772 -0.4173 -1.7540